1.
{"formula": "C23H24N4O4Ti", "method": "the ωB97M-V functional and the def2-TZVPD basis", "species": ["Ti", "O", "C", "O", "C", "C", "C", "C", "C", "N", "C", "O", "O", "H", "H", "H", "H", "C", "N", "C", "C", "C", "C", "C", "C", "C", "N", "C", "C", "C", "C", "C", "C", "N", "C", "C", "H", "H", "H", "H", "H", "H", "H", "H", "H", "H", "H", "H", "H", "H", "H", "H", "H", "H", "H", "H"], "xyz": [[0.484, -0.127, 0.046], [-3.705, -0.469, 0.633], [-2.458, -0.125, 0.616], [-1.515, -0.910, 0.461], [-2.135, 1.301, 0.862], [-2.960, 2.333, 1.255], [-2.346, 3.538, 1.615], [-0.961, 3.652, 1.613], [-0.219, 2.558, 1.192], [-0.813, 1.442, 0.792], [1.296, 2.416, 1.171], [2.044, 3.295, 1.458], [1.644, 1.173, 0.807], [-3.817, -1.429, 0.511], [-4.032, 2.203, 1.309], [-2.955, 4.373, 1.935], [-0.456, 4.551, 1.939], [2.013, 0.675, -2.464], [0.666, 0.922, -1.871], [0.416, 2.380, -1.919], [-0.375, 0.130, -2.511], [-1.319, 0.648, -3.391], [-2.248, -0.211, -3.955], [-2.246, -1.568, -3.635], [-1.328, -2.082, -2.738], [-0.377, -1.231, -2.175], [0.531, -1.568, -1.171], [1.352, -2.699, -1.082], [1.464, -3.726, -2.007], [2.287, -4.801, -1.701], [2.975, -4.851, -0.497], [2.880, -3.806, 0.415], [2.078, -2.727, 0.106], [1.925, -1.529, 0.942], [3.271, -1.014, 1.325], [1.120, -1.813, 2.157], [2.014, 1.015, -3.501], [2.257, -0.383, -2.434], [2.749, 1.240, -1.894], [0.529, 2.746, -2.940], [1.157, 2.882, -1.302], [-0.588, 2.609, -1.571], [-1.323, 1.694, -3.660], [-2.975, 0.173, -4.657], [-2.975, -2.225, -4.089], [-1.342, -3.129, -2.468], [0.930, -3.685, -2.946], [2.391, -5.611, -2.411], [3.603, -5.701, -0.268], [3.438, -3.851, 1.342], [3.805, -1.777, 1.890], [3.164, -0.120, 1.928], [3.828, -0.778, 0.422], [0.136, -2.191, 1.868], [1.593, -2.573, 2.782], [1.029, -0.897, 2.748]], "energy_ev": -61495.5438, "total_charge": 2, "e_homo_ev": -13.96, "gap_ha": 0.2314, "fmax_ev_per_a": 0.614, "relative_energy_ev": 0.000}

=====

2.
{"formula": "C23H24N4O7W", "method": "the ωB97M-V functional and the def2-TZVPD basis", "species": ["W", "C", "C", "O", "C", "C", "C", "N", "N", "C", "O", "C", "C", "C", "C", "C", "C", "H", "H", "H", "H", "H", "H", "H", "H", "H", "H", "H", "H", "C", "C", "N", "O", "C", "C", "N", "O", "H", "H", "H", "H", "H", "H", "H", "O", "C", "C", "C", "C", "C", "C", "C", "O", "O", "H", "H", "H", "H", "H"], "xyz": [[0.361, -0.873, 0.173], [0.998, 0.492, 4.135], [0.289, 0.358, 2.824], [0.766, -0.553, 2.003], [-0.812, 1.118, 2.524], [-1.666, 0.965, 1.396], [-2.924, 1.754, 1.262], [-1.369, 0.093, 0.458], [-2.317, -0.175, -0.513], [-1.818, -0.871, -1.486], [-0.518, -1.156, -1.517], [-2.730, -1.472, -2.462], [-2.356, -2.649, -3.106], [-3.257, -3.309, -3.925], [-4.528, -2.790, -4.123], [-4.891, -1.597, -3.510], [-4.001, -0.942, -2.679], [1.742, -0.297, 4.222], [0.289, 0.409, 4.958], [1.497, 1.459, 4.211], [-1.110, 1.849, 3.264], [-2.940, 2.584, 1.964], [-3.780, 1.103, 1.446], [-3.011, 2.119, 0.240], [-1.360, -3.041, -2.944], [-2.972, -4.238, -4.403], [-5.241, -3.314, -4.746], [-5.876, -1.179, -3.675], [-4.271, -0.016, -2.190], [4.137, -3.171, -0.013], [2.734, -2.662, 0.084], [2.355, -1.413, -0.266], [3.382, -0.626, -0.730], [1.652, -3.415, 0.539], [1.703, -4.743, 1.215], [0.509, -2.798, 0.163], [-0.609, -2.552, 0.894], [4.784, -2.425, -0.461], [4.167, -4.079, -0.618], [4.515, -3.419, 0.980], [2.987, 0.257, -0.726], [2.469, -4.761, 1.989], [1.928, -5.539, 0.500], [0.733, -4.949, 1.665], [2.539, 2.738, 1.626], [1.961, 3.671, 0.844], [2.285, 5.003, 1.107], [1.727, 6.019, 0.361], [0.828, 5.732, -0.664], [0.515, 4.419, -0.941], [1.075, 3.371, -0.206], [0.710, 1.984, -0.572], [-0.103, 1.716, -1.437], [1.340, 1.006, 0.082], [2.286, 1.863, 1.280], [2.993, 5.204, 1.901], [1.998, 7.045, 0.576], [0.379, 6.532, -1.238], [-0.175, 4.161, -1.734]], "energy_ev": -46358.1450, "total_charge": 0, "e_homo_ev": [-6.96, -7.21], "gap_ha": [0.2198, 0.2228], "fmax_ev_per_a": 3.801, "relative_energy_ev": 1.131}

=====

3.
{"formula": "C23H24N5P2PtS2", "method": "the ωB97M-V functional and the def2-TZVPD basis", "species": ["Pt", "C", "C", "C", "C", "C", "C", "C", "C", "C", "S", "C", "N", "H", "H", "H", "H", "H", "H", "H", "H", "C", "P", "C", "C", "C", "C", "C", "C", "C", "P", "C", "C", "H", "H", "H", "H", "H", "H", "H", "H", "H", "H", "H", "H", "H", "H", "H", "H", "S", "C", "N", "N", "C", "N", "C", "N"], "xyz": [[0.350, 0.252, 0.090], [0.713, -3.035, 1.197], [-0.124, -2.302, 2.192], [-0.660, -3.013, 3.289], [-1.342, -2.346, 4.257], [-1.499, -0.945, 4.152], [-2.140, -0.185, 5.152], [-2.254, 1.184, 5.042], [-1.742, 1.828, 3.928], [-1.109, 1.117, 2.898], [-0.514, 2.008, 1.575], [-0.975, -0.309, 3.010], [-0.321, -1.004, 2.048], [0.092, -3.722, 0.619], [1.465, -3.624, 1.722], [1.213, -2.347, 0.519], [-0.496, -4.079, 3.347], [-1.746, -2.865, 5.116], [-2.535, -0.698, 6.019], [-2.736, 1.755, 5.822], [-1.820, 2.903, 3.833], [3.007, 1.855, -2.104], [1.903, 0.450, -1.819], [2.978, -1.006, -1.735], [0.865, 0.287, -3.297], [1.293, -0.338, -4.462], [0.441, -0.435, -5.551], [-0.836, 0.098, -5.486], [-1.273, 0.731, -4.333], [-0.429, 0.830, -3.234], [-0.911, 1.614, -1.680], [-0.536, 3.385, -1.841], [-2.716, 1.553, -1.542], [3.622, 1.679, -2.987], [3.649, 1.975, -1.231], [2.437, 2.767, -2.257], [3.546, -1.147, -2.655], [2.373, -1.893, -1.548], [3.671, -0.861, -0.906], [2.286, -0.766, -4.523], [0.775, -0.933, -6.451], [-1.500, 0.015, -6.336], [-2.276, 1.134, -4.297], [-1.028, 3.810, -2.718], [0.535, 3.545, -1.928], [-0.892, 3.906, -0.951], [-3.205, 1.996, -2.410], [-3.010, 2.122, -0.659], [-3.035, 0.519, -1.424], [-2.818, -3.113, -0.499], [-1.718, -1.991, -0.698], [-0.895, -1.150, -0.855], [2.258, 0.537, 1.238], [2.265, 0.390, 2.411], [2.200, 0.354, 3.676], [2.481, -0.771, 4.320], [2.677, -1.722, 4.945]], "energy_ev": -75178.2507, "s_squared": 6.047, "total_charge": 1, "e_homo_ev": [-10.05, -11.16], "spin_multiplicity": 5, "gap_ha": [0.2460, 0.1930], "fmax_ev_per_a": 0.642, "relative_energy_ev": 0.376}

=====

4.
{"formula": "C23H24N7SSeZr", "method": "the ωB97M-V functional and the def2-TZVPD basis", "species": ["Zr", "N", "C", "S", "N", "N", "C", "C", "C", "C", "C", "C", "C", "C", "C", "C", "C", "C", "N", "H", "H", "H", "H", "H", "H", "H", "H", "H", "H", "H", "Se", "N", "C", "C", "C", "C", "C", "C", "N", "H", "H", "H", "H", "C", "C", "C", "C", "N", "H", "H", "H", "H", "H", "H", "H", "H", "H"], "xyz": [[0.649, 0.306, -1.254], [-1.900, -2.483, -3.597], [-1.214, -1.894, -2.610], [0.457, -1.465, -3.012], [-1.815, -1.730, -1.463], [-1.005, -1.142, -0.533], [-1.345, -1.172, 0.708], [-2.564, -1.821, 1.231], [-2.801, -3.172, 0.989], [-3.936, -3.775, 1.505], [-4.846, -3.032, 2.245], [-4.617, -1.684, 2.479], [-3.473, -1.080, 1.982], [-0.376, -0.535, 1.632], [-0.484, -0.628, 3.008], [0.488, -0.034, 3.801], [1.544, 0.628, 3.202], [1.601, 0.668, 1.820], [0.666, 0.100, 1.052], [-1.479, -2.649, -4.492], [-2.845, -2.784, -3.421], [-2.098, -3.746, 0.401], [-4.113, -4.827, 1.325], [-5.735, -3.505, 2.641], [-5.328, -1.103, 3.051], [-3.291, -0.027, 2.165], [-1.311, -1.163, 3.451], [0.417, -0.096, 4.878], [2.320, 1.106, 3.781], [2.395, 1.182, 1.297], [1.846, 2.762, -1.730], [0.199, 2.084, -2.309], [-0.685, 2.301, -1.211], [-2.023, 1.886, -1.212], [-2.766, 2.032, -0.056], [-2.178, 2.602, 1.080], [-0.861, 3.020, 1.094], [-0.074, 2.876, -0.060], [1.236, 3.281, -0.148], [-2.456, 1.476, -2.116], [-3.802, 1.723, -0.037], [-2.778, 2.734, 1.972], [-0.425, 3.474, 1.974], [4.232, -0.669, -1.282], [3.968, 0.765, -1.740], [4.172, 0.880, -3.249], [4.890, 1.731, -0.997], [2.561, 1.040, -1.395], [5.262, -0.953, -1.501], [3.576, -1.369, -1.805], [4.073, -0.768, -0.206], [5.201, 0.635, -3.512], [3.977, 1.895, -3.600], [3.508, 0.195, -3.780], [5.935, 1.492, -1.196], [4.725, 1.674, 0.080], [4.726, 2.763, -1.319]], "energy_ev": -112129.0428, "total_charge": 1, "e_homo_ev": -10.42, "gap_ha": 0.2380, "fmax_ev_per_a": 0.750}